Below is a single C23H34N4O3 molecule, with properties calculated with ωB97M-V/def2-TZVPD.

- M (g mol⁻¹) = 414.6
- HOMO-LUMO gap (eV) = 9.0
- HOMO level (eV) = -9.0
- ΔE to the lowest compared entry with this formula, charge and spin (kcal/mol) = 2.2
- SMILES = CCCCCn1c(=O)[nH]c2cc(C(=O)NCCCN3CCC(C)CC3)ccc2c1=O
- LUMO energy (eV) = 0.02
- calculated total energy (eV) = -36508.974

Last column: natural (NBO) charge in e.
Positions of all 64 atoms, in Å:
C: -2.69 1.06 7.07  -0.600
C: -1.30 1.61 6.81  -0.386
C: -0.35 0.54 6.26  -0.398
C: 1.04 1.11 5.99  -0.402
C: 2.04 0.03 5.56  -0.222
N: 1.62 -0.64 4.33  -0.469
C: 1.07 -1.90 4.46  0.799
O: 0.94 -2.48 5.51  -0.619
N: 0.67 -2.49 3.28  -0.611
C: 0.80 -1.93 2.04  0.281
C: 0.37 -2.59 0.88  -0.236
C: 0.52 -1.99 -0.36  -0.076
C: 1.10 -0.72 -0.46  -0.244
C: 1.53 -0.07 0.68  -0.121
C: 1.37 -0.66 1.93  -0.222
C: 1.83 0.04 3.14  0.679
O: 2.35 1.14 3.13  -0.592
H: 1.99 0.91 0.63  0.240
H: 1.25 -0.26 -1.42  0.211
C: 0.05 -2.78 -1.55  0.657
O: -0.02 -3.99 -1.51  -0.630
N: -0.31 -2.05 -2.61  -0.619
H: -0.20 -1.04 -2.65  0.423
C: -0.72 -2.63 -3.87  -0.225
H: -0.93 -3.69 -3.69  0.241
H: -1.65 -2.13 -4.18  0.192
C: 0.35 -2.47 -4.96  -0.418
H: -0.13 -2.59 -5.93  0.205
H: 1.09 -3.27 -4.86  0.219
C: 1.10 -1.14 -4.89  -0.215
N: 0.25 -0.02 -4.52  -0.476
C: -0.70 0.34 -5.56  -0.218
C: -1.70 1.36 -5.01  -0.402
C: -0.98 2.62 -4.53  -0.214
C: -1.96 3.62 -3.93  -0.597
H: -2.47 3.18 -3.07  0.203
H: -1.44 4.51 -3.60  0.209
H: -2.71 3.91 -4.66  0.209
C: 0.09 2.20 -3.52  -0.404
C: 1.01 1.15 -4.13  -0.213
H: 1.77 0.86 -3.40  0.197
H: 1.54 1.59 -5.00  0.167
H: 0.67 3.07 -3.21  0.212
H: -0.40 1.79 -2.64  0.199
H: -0.49 3.09 -5.39  0.194
H: -2.42 1.61 -5.79  0.211
H: -2.24 0.91 -4.18  0.202
H: -1.23 -0.55 -5.88  0.202
H: -0.18 0.77 -6.43  0.165
H: 1.87 -1.22 -4.12  0.199
H: 1.61 -0.96 -5.85  0.179
H: -0.06 -3.57 0.94  0.239
H: 0.27 -3.42 3.36  0.424
H: 2.12 -0.74 6.33  0.236
H: 3.01 0.48 5.38  0.224
H: 0.99 1.87 5.20  0.215
H: 1.43 1.58 6.89  0.207
H: -0.77 0.14 5.34  0.189
H: -0.28 -0.28 6.98  0.206
H: -1.36 2.44 6.09  0.193
H: -0.89 2.01 7.74  0.193
H: -2.65 0.24 7.78  0.202
H: -3.34 1.83 7.46  0.207
H: -3.13 0.68 6.15  0.200